The following is a quantum chemistry calculation of C18H20O6 in the gas phase, from the OMol25 dataset.

The geometry in XYZ format:
```
44
Properties=species:S:1:pos:R:3:lowdin_charge:R:1
C -6.105 -0.993 -1.029 -0.09
H -5.781 -1.190 -2.057 0.10
O -5.137 -0.273 -0.309 -0.07
C -3.909 -0.839 -0.133 -0.20
C -3.527 -2.081 -0.612 -0.03
C -2.243 -2.559 -0.386 -0.09
C -1.340 -1.804 0.330 -0.08
C -1.711 -0.562 0.826 -0.01
C -2.982 -0.065 0.597 -0.18
O -3.458 1.146 1.035 -0.02
C -2.555 2.069 1.602 -0.10
C -1.532 2.541 0.614 -0.23
C -1.663 3.262 -0.545 0.02
C -0.377 3.328 -1.113 0.04
C 0.453 2.641 -0.258 -0.16
C 1.869 2.299 -0.382 -0.43
O 2.576 2.644 -1.299 0.12
O 2.274 1.542 0.646 0.03
C 3.589 1.018 0.574 -0.11
H 4.268 1.779 0.173 0.14
H 3.857 0.761 1.600 0.14
C 3.640 -0.230 -0.325 -0.30
H 3.199 0.033 -1.293 0.15
O 2.856 -1.281 0.212 -0.10
C 3.719 -2.242 0.781 -0.20
C 4.952 -2.245 -0.121 -0.15
H 5.833 -2.647 0.374 0.11
H 4.749 -2.827 -1.020 0.11
C 5.083 -0.760 -0.464 -0.12
H 5.476 -0.593 -1.463 0.12
H 5.733 -0.258 0.254 0.11
H 3.184 -3.192 0.804 0.12
H 3.992 -1.958 1.809 0.12
O -0.256 2.171 0.790 0.09
H -0.085 3.805 -2.025 0.12
H -2.568 3.678 -0.935 0.12
H -2.044 1.647 2.477 0.14
H -3.187 2.902 1.920 0.14
H -0.985 0.004 1.385 0.11
H -0.336 -2.160 0.504 0.10
H -1.962 -3.525 -0.776 0.10
H -4.221 -2.687 -1.173 0.10
H -6.989 -0.358 -1.048 0.09
H -6.351 -1.941 -0.540 0.10
```

The value obtained for the energy relative to the best compared isomer or geometry (same formula, charge and spin) is 240.3 kJ/mol. Its structure (SMILES) is COc1ccccc1OCc1ccc(C(=O)OC[C@H]2CCCO2)o1. As for the HOMO energy: -8.0240 eV. The HOMO-LUMO gap is 8.770 eV. The calculation puts the energy at -31274.08832 eV.

=====

The following is a quantum chemistry calculation of C18H21B2ClF10N7O8S3Y as an isolated structure, from the OMol25 dataset.

The geometry in XYZ format:
```
71
Properties=species:S:1:pos:R:3:lowdin_charge:R:1
Y -0.120 0.143 -0.007 1.51
C 2.654 -1.082 -3.672 0.01
C 1.491 -0.783 -2.787 -0.24
N 1.407 -1.090 -1.552 -0.01
O 2.444 -1.720 -0.950 0.07
B 2.115 -2.023 0.467 -1.02
F 3.188 -2.518 1.103 0.23
F 1.750 -0.670 1.070 -0.03
O 0.934 -2.876 0.643 0.10
N -0.185 -2.257 0.190 -0.01
C -1.234 -2.954 -0.002 -0.23
C -1.352 -4.420 0.247 0.02
C -2.362 -2.183 -0.595 -0.23
N -2.155 -0.925 -0.668 -0.01
O -3.119 -0.159 -1.243 0.09
B -2.583 1.144 -1.632 -1.03
F -1.760 1.639 -0.447 -0.03
F -3.547 2.022 -1.941 0.24
O -1.607 1.044 -2.749 0.07
N -0.483 0.378 -2.375 -0.02
C 0.291 -0.060 -3.293 -0.23
C 0.040 0.117 -4.752 0.01
C -3.596 -2.848 -1.100 0.02
H 3.413 -1.610 -3.101 0.09
H 3.076 -0.154 -4.062 0.10
H 2.348 -1.693 -4.522 0.09
H -0.462 -4.780 0.754 0.09
H -1.462 -4.953 -0.699 0.09
H -2.233 -4.621 0.858 0.10
H -0.973 0.482 -4.899 0.09
H 0.173 -0.824 -5.285 0.09
H 0.736 0.845 -5.176 0.10
H -3.379 -3.835 -1.502 0.08
H -4.044 -2.223 -1.869 0.09
H -4.318 -2.952 -0.286 0.11
C 4.442 4.880 -1.484 -0.03
C 3.476 3.746 -1.335 -0.25
C 3.884 2.523 -0.816 -0.02
C 2.961 1.513 -0.624 -0.12
N 1.667 1.631 -0.941 -0.02
C 1.285 2.792 -1.489 -0.14
C 2.135 3.861 -1.686 -0.01
H 5.455 4.506 -1.629 0.08
H 4.441 5.482 -0.572 0.09
H 4.174 5.529 -2.316 0.08
H 4.913 2.364 -0.523 0.12
H 3.283 0.564 -0.219 0.11
H 0.246 2.864 -1.791 0.11
H 1.744 4.781 -2.101 0.12
F -4.105 -0.687 3.619 0.18
C -3.236 -0.525 2.653 -0.65
F -3.815 0.037 1.597 0.16
F -2.806 -1.760 2.303 0.11
S -1.685 0.451 3.072 0.66
O -0.794 -0.054 2.006 -0.42
O -1.306 0.087 4.396 -0.23
N -1.922 1.970 2.822 -0.28
S -2.984 2.798 3.701 0.61
O -3.128 4.095 3.132 -0.29
O -4.138 2.014 4.017 -0.26
C -2.137 3.128 5.344 -0.66
F -0.808 3.203 5.173 0.12
F -2.414 2.198 6.244 0.15
F -2.558 4.303 5.812 0.14
Cl 2.880 2.759 2.630 0.61
C 1.223 2.080 2.673 -0.58
H 0.740 2.528 3.536 0.06
H 1.321 1.010 2.809 0.06
S -0.884 4.653 0.772 0.90
C -0.118 3.384 1.187 -0.80
N 0.494 2.368 1.460 -0.09
```

The value obtained for the energy relative to the best compared isomer or geometry (same formula, charge and spin) is 0.0 kJ/mol. As for the HOMO energy: -9.3549 eV. The HOMO-LUMO gap is 8.489 eV. The calculation puts the energy at -120426.72793 eV.

=====

The following is a quantum chemistry calculation of C18H21CaCl3GeN8O7SbSe4 as an isolated structure, from the OMol25 dataset.

The geometry in XYZ format:
```
64
Properties=species:S:1:pos:R:3:lowdin_charge:R:1
Ca -0.584 0.863 -0.123 1.24
C 0.898 4.679 -2.445 -0.09
O 2.039 4.083 -3.069 -0.10
C 2.016 2.773 -3.473 -0.22
C 2.743 2.509 -4.610 -0.03
C 2.818 1.221 -5.154 -0.13
C 2.133 0.210 -4.533 -0.09
C 1.398 0.428 -3.351 -0.15
C 0.795 -0.759 -2.778 -0.11
N 0.187 -0.853 -1.656 -0.10
N -0.255 -2.135 -1.326 0.06
C -0.550 -2.226 -0.061 -0.48
O -0.401 -1.297 0.839 -0.32
C -1.043 -3.558 0.414 -0.13
C -1.254 -4.613 -0.473 -0.03
C -1.694 -5.842 -0.008 -0.10
C -1.924 -6.037 1.350 -0.11
C -1.714 -4.993 2.237 -0.09
C -1.282 -3.760 1.767 -0.04
C 1.335 1.728 -2.758 -0.32
O 0.740 1.986 -1.645 -0.27
H 1.095 5.751 -2.467 0.08
H 0.763 4.347 -1.422 0.06
H -0.014 4.472 -3.003 0.03
H 3.238 3.347 -5.087 0.11
H 3.384 1.041 -6.059 0.08
H 2.155 -0.795 -4.941 0.09
H 0.907 -1.678 -3.361 0.11
H -1.071 -4.445 -1.525 0.10
H -1.859 -6.654 -0.707 0.09
H -2.263 -7.001 1.712 0.09
H -1.872 -5.130 3.300 0.09
H -1.112 -2.944 2.456 0.06
N 2.482 -0.997 0.713 0.08
N 3.176 0.001 1.409 -0.01
C 2.662 1.169 1.802 -0.41
N 3.393 1.875 2.686 0.17
N 1.457 1.482 1.313 0.10
N 0.931 2.685 1.583 -0.43
O 1.574 3.642 1.982 0.05
O -0.290 2.748 1.373 -0.10
H 2.568 -0.819 -0.284 0.08
H 1.478 -0.986 0.925 0.02
H 3.936 -0.354 1.976 0.09
H 3.832 1.305 3.405 -0.01
H 2.998 2.760 2.966 0.08
N -2.939 1.015 2.977 -0.22
C -3.859 0.040 2.348 -0.14
C -3.464 -0.062 0.851 -0.69
O -3.811 -1.058 0.247 0.06
O -2.811 0.964 0.461 -0.26
H -3.281 1.452 3.827 0.07
H -2.740 1.707 2.236 0.09
H -4.884 0.408 2.412 0.13
H -3.791 -0.931 2.833 0.11
Se -0.627 1.453 5.121 0.18
Sb 1.262 -1.512 4.323 0.10
Se 3.506 -0.856 4.865 -0.16
Se 0.432 -3.345 5.554 -0.19
Se -1.111 0.072 3.438 0.37
Cl -4.717 1.905 -2.837 -0.18
Ge -2.464 2.206 -2.540 -0.03
Cl -2.041 3.075 -4.615 -0.16
Cl -2.613 4.238 -1.389 -0.17
```

The value obtained for the energy relative to the best compared isomer or geometry (same formula, charge and spin) is 86.1 kJ/mol. As for the HOMO energy (alpha / beta): -2.3936 / -2.3931 eV. The expectation value of S² is 0.756. The HOMO-LUMO gap (alpha / beta) is 4.720 / 3.445 eV. The calculation puts the energy at -425712.45078 eV. The spin multiplicity is 2. As for the net charge: -2.

=====

The following is a quantum chemistry calculation of a 8-piece molecular cluster, C18H21Cl16N3O overall, from the OMol25 dataset.

The geometry in XYZ format:
```
59
Properties=species:S:1:pos:R:3:lowdin_charge:R:1
N -0.514 2.090 0.217 0.02
C 0.505 1.738 1.100 -0.11
C 0.209 0.437 1.455 -0.11
C -0.914 -0.021 0.719 -0.16
C -1.293 1.011 -0.083 -0.17
H -0.562 2.971 -0.275 0.03
H 1.259 2.453 1.373 0.08
H 0.866 -0.101 2.125 0.09
H -1.297 -1.003 0.941 0.03
H -2.074 1.030 -0.826 0.06
N 2.555 2.712 -1.751 0.04
C 2.515 3.548 -2.827 -0.22
C 3.172 4.718 -2.538 -0.12
C 3.746 4.532 -1.244 -0.10
C 3.306 3.296 -0.795 -0.20
H 2.135 1.795 -1.682 0.10
H 2.038 3.302 -3.763 0.08
H 3.338 5.532 -3.223 0.09
H 4.383 5.239 -0.738 0.09
H 3.569 2.860 0.153 0.04
N -2.882 -1.727 4.579 0.01
C -3.305 -2.824 5.280 -0.13
C -3.827 -3.722 4.370 -0.11
C -3.721 -3.141 3.094 -0.14
C -3.089 -1.938 3.250 -0.15
H -2.499 -0.923 5.040 0.15
H -3.185 -2.899 6.348 0.10
H -4.281 -4.666 4.628 0.09
H -4.011 -3.671 2.203 0.07
H -2.717 -1.250 2.507 0.07
C 4.637 0.428 2.174 -2.02
Cl 4.268 0.377 0.453 0.57
Cl 6.365 0.853 2.470 0.51
Cl 3.581 1.570 2.932 0.57
Cl 4.326 -1.209 2.862 0.49
C -4.161 -1.492 -1.760 -2.03
Cl -3.288 -3.039 -1.838 0.51
Cl -5.783 -1.749 -2.449 0.52
Cl -4.243 -0.943 -0.111 0.60
Cl -3.376 -0.310 -2.823 0.53
C -0.455 -5.165 0.483 -2.01
Cl -0.107 -5.530 -1.187 0.54
Cl 0.705 -6.014 1.568 0.51
Cl -0.158 -3.413 0.689 0.54
Cl -2.128 -5.542 0.907 0.55
C -1.251 4.433 -3.267 -1.99
Cl -2.969 4.400 -2.972 0.57
Cl -0.749 2.925 -4.056 0.53
Cl -0.728 5.778 -4.323 0.52
Cl -0.286 4.661 -1.774 0.59
C 2.108 -2.021 -2.044 -0.08
C 0.817 -1.201 -2.207 -0.28
O 1.029 0.127 -1.719 -0.13
H 2.260 -2.804 -2.787 0.07
H 2.066 -2.489 -1.059 0.04
H 3.005 -1.399 -2.065 0.06
H 0.082 -1.684 -1.563 0.07
H 0.520 -1.172 -3.255 0.11
H 0.488 0.249 -0.912 0.03
```

Its structure (SMILES) is ClC(Cl)(Cl)Cl.ClC(Cl)(Cl)Cl.ClC(Cl)(Cl)Cl.ClC(Cl)(Cl)Cl.c1cc[nH]c1.c1cc[nH]c1.c1cc[nH]c1.CCO. As for the HOMO energy: -7.9585 eV. The HOMO-LUMO gap is 8.000 eV. The calculation puts the energy at -225880.78144 eV.

=====

The following is a quantum chemistry calculation of a 3-piece molecular cluster, C18H21Cl2FNO5PS overall, from the OMol25 dataset.

The geometry in XYZ format:
```
50
Properties=species:S:1:pos:R:3:lowdin_charge:R:1
C -3.861 0.050 2.751 0.00
C -2.935 -0.889 1.976 -0.34
F -2.992 -0.633 0.623 -0.04
C -1.519 -0.892 2.525 -0.10
C -0.428 -0.159 2.024 -0.56
Cl -0.649 0.900 0.678 0.77
C 0.834 -0.248 2.595 -0.39
P 2.326 0.644 1.979 0.38
S 3.831 0.563 3.215 0.13
C 1.057 -1.057 3.706 -0.03
C -0.011 -1.770 4.215 -0.07
C -1.254 -1.693 3.640 -0.03
C -2.180 -2.591 4.438 -0.34
O -3.367 -2.571 4.456 0.16
N -1.325 -3.452 5.207 0.01
C -1.088 -4.728 4.513 -0.11
C -2.151 -5.788 4.715 -0.80
O -2.131 -6.773 4.066 0.07
Cl -3.393 -5.531 5.918 0.73
C -0.085 -2.718 5.375 -0.35
O 0.648 -2.838 6.294 0.19
H -4.172 0.889 2.138 0.09
H -4.755 -0.495 3.032 0.08
H -3.408 0.371 3.681 0.09
H -3.314 -1.898 2.109 0.14
H 1.951 1.936 1.600 -0.03
H 2.668 -0.021 0.793 -0.01
H 2.033 -1.113 4.168 0.07
H -1.017 -4.599 3.429 0.15
H -0.132 -5.126 4.836 0.15
C 2.020 4.352 -2.420 -0.01
C 1.597 2.959 -2.029 -0.49
O 1.932 2.464 -0.976 0.02
C 0.740 2.211 -3.016 -0.02
H 2.633 4.781 -1.630 0.08
H 2.597 4.316 -3.345 0.08
H 1.141 4.980 -2.572 0.09
H 1.282 2.103 -3.957 0.05
H -0.191 2.754 -3.192 0.09
H 0.505 1.225 -2.619 0.08
C 2.197 2.848 -8.320 -0.02
C 1.917 2.236 -6.970 -0.50
O 2.422 2.674 -5.961 0.06
C 0.980 1.052 -6.939 -0.02
H 2.881 3.685 -8.204 0.08
H 2.648 2.106 -8.980 0.09
H 1.268 3.204 -8.768 0.09
H 1.385 0.241 -7.546 0.09
H 0.004 1.338 -7.334 0.09
H 0.862 0.703 -5.916 0.07
```

The value obtained for the energy relative to the best compared isomer or geometry (same formula, charge and spin) is 0.0 kJ/mol. Its structure (SMILES) is C[C@@H](F)c1c(Cl)c([PH2]=S)cc2c1C(=O)N(CC(=O)Cl)C2=O.CC(C)=O.CC(C)=O. As for the HOMO energy: -8.7694 eV. The HOMO-LUMO gap is 7.848 eV. The calculation puts the energy at -78620.49511 eV.

=====

The following is a quantum chemistry calculation of C18H21F4N3O3SSc as an isolated structure, from the OMol25 dataset.

The geometry in XYZ format:
```
51
Properties=species:S:1:pos:R:3:lowdin_charge:R:1
Sc -0.576 -0.037 0.351 1.18
C -2.839 0.155 2.216 -0.04
C -3.495 -0.554 1.018 -0.18
N -2.679 -0.403 -0.213 -0.28
C -3.189 0.700 -1.068 -0.19
C -2.968 2.070 -0.426 -0.03
C -2.590 -1.660 -1.000 -0.14
C -1.469 -1.548 -2.051 -0.17
N -0.412 -0.696 -1.511 -0.09
C 0.283 0.158 -2.336 -0.17
C 0.845 1.309 -1.770 -0.08
F 0.527 1.527 -0.397 -0.02
C 1.605 2.237 -2.442 -0.21
F 2.087 3.276 -1.781 0.15
C 1.826 2.072 -3.793 0.11
C 1.278 0.955 -4.401 -0.19
F 1.478 0.761 -5.693 0.15
C 0.541 0.011 -3.705 -0.13
F 0.115 -1.085 -4.337 0.12
H -3.071 -0.372 3.139 0.11
H -1.738 0.172 2.120 0.03
H -3.178 1.181 2.332 0.09
H -3.607 -1.614 1.237 0.13
H -4.498 -0.154 0.861 0.14
H -2.662 0.666 -2.021 0.12
H -4.252 0.545 -1.271 0.14
H -1.953 2.161 -0.014 0.06
H -3.079 2.854 -1.173 0.10
H -3.684 2.274 0.367 0.09
H -2.372 -2.479 -0.311 0.12
H -3.535 -1.881 -1.501 0.15
H -1.095 -2.547 -2.281 0.14
H -1.868 -1.139 -2.979 0.12
H 2.420 2.776 -4.358 0.16
N 0.010 -1.828 1.580 0.03
C 1.284 -1.227 1.979 -0.33
C 1.745 -1.277 3.285 -0.01
C 2.987 -0.731 3.583 0.00
C 3.733 -0.137 2.577 -0.20
C 3.276 -0.071 1.272 -0.02
C 2.045 -0.630 0.966 -0.09
S 5.472 0.412 2.858 0.40
O 5.593 0.509 4.290 -0.33
O 5.550 1.652 2.121 -0.34
O 6.156 -0.710 2.243 -0.32
H -0.433 -2.244 2.394 0.12
H 0.212 -2.601 0.947 0.13
H 1.149 -1.738 4.067 0.12
H 3.400 -0.764 4.583 0.13
H 3.899 0.403 0.524 0.13
H 1.726 -0.706 -0.077 0.09
```

The value obtained for the energy relative to the best compared isomer or geometry (same formula, charge and spin) is 274.9 kJ/mol. As for the HOMO energy: -10.0536 eV. The HOMO-LUMO gap is 5.300 eV. The calculation puts the energy at -72017.58340 eV. As for the net charge: +1.